(1)
C12H25BiCl2N3 | ωB97M-V/def2-TZVPD

Atoms and positions in Å:
Bi: 1.767 -0.015 -0.943
Cl: 0.946 -2.179 -2.048
Cl: 1.576 2.003 0.748
C: 3.087 -1.133 0.322
H: 3.743 -0.604 1.009
H: 3.408 -2.117 -0.017
C: -1.071 1.510 -2.146
C: 0.109 1.545 -2.670
H: -1.299 2.080 -1.237
C: 0.470 0.919 -4.008
H: 0.890 2.191 -2.236
C: -0.716 0.198 -4.680
H: 0.841 1.692 -4.698
H: 1.296 0.200 -3.889
C: -1.720 -0.366 -3.678
H: -1.232 0.925 -5.320
H: -0.343 -0.603 -5.328
C: -2.215 0.739 -2.729
H: -2.567 -0.817 -4.208
H: -1.228 -1.156 -3.093
H: -2.870 1.414 -3.305
H: -2.845 0.307 -1.938
C: 2.026 -1.384 3.549
N: 0.851 -0.552 3.345
C: 0.956 0.775 3.941
C: 0.216 -0.654 2.105
N: 0.777 -1.113 1.017
N: -1.074 -0.251 2.043
C: -1.845 0.102 3.212
C: -1.766 -0.324 0.780
H: 2.417 -1.170 4.547
H: 2.799 -1.189 2.792
H: 1.737 -2.441 3.495
H: 1.278 1.529 3.206
H: 0.000 1.073 4.376
H: 1.700 0.714 4.744
H: 1.907 -1.385 1.049
H: -1.914 1.192 3.339
H: -2.863 -0.287 3.090
H: -1.389 -0.346 4.099
H: -1.616 0.594 0.192
H: -1.382 -1.167 0.198
H: -2.836 -0.447 0.976

Computed properties:
Kohn-Sham gap (alpha / beta) = 5.87 / 5.87 eV
LUMO (alpha / beta) = 3.1134 / 3.1134 eV
Energy relative to the best compared isomer or geometry (same formula, charge and spin) = 2.58 kJ/mol
Total charge = -1
Electronic energy = -48203.9662 eV

Atomic charges from the Mulliken analysis, expressed in e, are listed below: 0.9281, -0.6015, -0.6402, -1.4957, 0.5298, 0.2885, -0.3281, -0.7438, 0.5195, -0.3538, 0.6764, -0.7831, 0.2436, 0.1591, -0.4936, 0.3347, 0.3305, -0.6150, 0.3746, 0.0924, 0.3278, 0.2405, -0.9486, 0.1720, -0.9022, 0.3135, -0.7387, 0.3444, -1.2455, -0.9195, 0.3331, 0.3277, 0.2919, 0.1346, 0.2783, 0.4000, 0.3042, 0.2845, 0.3260, 0.4739, 0.0419, 0.4054, 0.3323



(2)
C12H25BrFN4O3 | ωB97M-V/def2-TZVPD

Atoms and positions in Å:
N: 4.643 -0.588 1.562
C: 5.290 0.646 1.452
N: 6.808 0.671 1.483
C: 7.040 2.160 1.344
N: 5.690 2.872 1.230
Br: 5.596 4.760 1.040
N: 4.598 1.983 1.310
C: 3.142 2.382 1.217
C: 2.094 1.383 1.983
O: 1.408 0.492 1.216
F: 1.847 1.415 3.445
H: 3.767 -0.790 1.007
H: 5.024 -1.261 2.271
H: 8.132 2.589 1.329
H: 2.849 2.356 0.060
H: 2.918 3.478 1.586
C: -2.374 0.633 -0.321
C: -1.460 1.721 0.214
O: -1.270 2.800 -0.698
C: -2.434 3.534 -1.068
C: -3.118 4.215 0.105
H: -2.035 0.291 -1.303
H: -2.395 -0.220 0.364
H: -3.400 0.993 -0.436
H: -0.469 1.289 0.394
H: -1.815 2.097 1.179
H: -3.132 2.891 -1.614
H: -2.105 4.303 -1.775
H: -3.543 3.484 0.800
H: -3.931 4.855 -0.246
H: -2.404 4.824 0.668
C: -3.308 -5.665 -1.863
C: -3.430 -4.160 -2.030
O: -3.217 -3.437 -0.820
C: -1.934 -3.574 -0.214
C: -0.795 -3.085 -1.091
H: -3.950 -6.018 -1.050
H: -3.593 -6.176 -2.788
H: -2.283 -5.959 -1.622
H: -4.449 -3.925 -2.356
H: -2.761 -3.793 -2.815
H: -1.772 -4.610 0.105
H: -1.956 -2.970 0.700
H: -0.676 -3.714 -1.979
H: 0.148 -3.104 -0.539
H: -0.985 -2.065 -1.437

Computed properties:
Kohn-Sham gap = 5.99 eV
LUMO = -5.1846 eV
Total charge = +1
Electronic energy = -97697.5088 eV

Atomic charges from the Mulliken analysis, expressed in e, are listed below: -0.3301, 0.2841, -0.3756, 0.0549, -0.2683, 0.1541, 0.3184, -0.3130, 0.4971, -0.4778, -0.2270, 0.2846, 0.2618, 0.3774, 0.3338, 0.3948, -1.0752, 0.3313, -0.4327, -0.2809, -1.0598, 0.2870, 0.3096, 0.3463, -0.2999, 0.3073, 0.2970, 0.3373, 0.2724, 0.4021, 0.2778, -1.0188, -0.3003, -0.4130, -0.4047, -0.9320, 0.2866, 0.3873, 0.2504, 0.3234, 0.2859, 0.3513, 0.3318, 0.3163, 0.3538, 0.1929



(3)
C12H25CaO12 | ωB97M-V/def2-TZVPD

Atoms and positions in Å:
Ca: 30.028 6.195 -35.603
C: 27.519 4.835 -35.422
O: 26.889 4.207 -36.364
O: 28.593 4.274 -34.966
O: 27.652 6.113 -35.568
C: 29.860 5.120 -38.226
O: 29.085 4.531 -39.069
O: 29.577 6.357 -37.962
O: 30.565 4.484 -37.376
O: 32.522 4.341 -32.259
C: 31.838 3.984 -33.427
O: 31.508 2.791 -33.477
O: 31.654 4.866 -34.315
H: 32.623 5.285 -32.491
C: 30.687 10.323 -37.365
C: 29.483 10.040 -36.424
C: 28.204 10.433 -37.144
O: 29.383 8.613 -36.311
H: 30.950 11.378 -37.209
H: 30.365 10.221 -38.400
H: 31.564 9.699 -37.213
H: 29.485 10.563 -35.466
H: 27.272 10.065 -36.706
H: 28.149 10.079 -38.176
H: 28.034 11.519 -37.166
H: 28.739 8.354 -36.988
C: 30.870 7.706 -31.514
C: 30.482 8.409 -32.858
C: 31.747 8.790 -33.580
O: 29.759 7.454 -33.591
H: 31.475 6.827 -31.724
H: 30.036 7.387 -30.884
H: 31.399 8.433 -30.885
H: 29.879 9.238 -32.473
H: 32.446 9.487 -33.102
H: 31.491 9.378 -34.468
H: 32.384 7.956 -33.864
H: 28.823 7.480 -33.351
C: 34.051 5.983 -37.669
C: 33.662 6.473 -36.282
C: 34.617 7.624 -35.869
O: 32.383 7.038 -36.416
H: 34.023 6.787 -38.411
H: 33.410 5.166 -38.002
H: 35.103 5.670 -37.696
H: 33.634 5.710 -35.506
H: 34.666 8.464 -36.568
H: 35.658 7.269 -35.841
H: 34.457 8.012 -34.862
H: 32.344 7.564 -37.220

Computed properties:
Kohn-Sham gap = 2.32 eV
LUMO = 6.1494 eV
Energy relative to the best compared isomer or geometry (same formula, charge and spin) = 37.12 kJ/mol
Total charge = -3
Electronic energy = -55856.1463 eV

Atomic charges from the Mulliken analysis, expressed in e, are listed below: 0.9791, 0.5218, -0.7650, -0.7110, -0.7095, 0.5857, -0.8813, -0.7440, -0.6657, -0.5965, 0.3865, -0.7235, -0.4468, 0.2650, -1.0561, 0.4713, -1.8523, 0.0235, 0.3761, 0.4034, -0.0258, 0.3085, 0.4631, 0.4562, 0.3767, 0.1830, -1.2738, 0.4200, -0.5996, -0.0490, 0.0658, 0.3915, 0.4178, 0.2119, 0.5408, -0.0271, -0.1950, 0.1061, -1.6399, 0.8551, -1.3578, 0.4052, 0.3574, 0.3220, 0.4323, -0.0184, 0.2598, 0.4444, 0.3161, -0.0080



(4)
C12H25CdF2NOP3Si | ωB97M-V/def2-TZVPD

Atoms and positions in Å:
C: 1.844 -1.823 2.530
P: 1.905 -1.311 0.693
O: 3.610 -1.571 0.259
P: 0.734 -2.565 -0.626
P: 2.291 -2.365 -2.191
N: 3.436 -3.504 -2.112
C: -0.782 -2.676 0.520
F: -0.579 -3.623 1.681
F: -1.852 -3.378 -0.293
C: -1.468 -1.253 0.946
C: -2.449 -0.642 -0.260
Si: -2.424 1.280 -0.381
C: -3.580 2.149 0.948
C: -3.224 1.735 -2.113
C: -0.650 2.065 -0.161
C: 0.670 1.513 -0.972
C: 2.207 2.134 -0.770
C: 2.437 3.395 0.274
C: 1.123 3.987 1.058
C: -0.378 3.352 0.871
H: 2.725 -1.381 3.181
H: 1.796 -2.983 2.683
H: 0.840 -1.379 2.974
H: 4.151 -0.910 0.810
H: 0.068 -1.435 -1.288
H: 0.076 -3.505 -1.545
H: 1.384 -3.742 -0.044
H: 1.616 -2.469 -3.492
H: 2.799 -0.999 -2.149
H: 3.355 -4.025 -3.026
H: -2.211 -1.499 1.847
H: -0.746 -0.429 1.341
H: -2.187 -1.062 -1.323
H: -3.565 -0.948 0.008
H: -4.127 3.056 0.426
H: -2.979 2.561 1.867
H: -4.384 1.387 1.393
H: -4.390 1.492 -2.054
H: -3.059 2.891 -2.302
H: -2.697 1.064 -2.919
H: 0.603 0.624 -1.763
H: 3.100 1.653 -1.366
H: 3.534 3.810 0.391
H: 1.270 4.895 1.798
H: -1.253 3.849 1.480
Cd: 1.410 2.584 3.171

Computed properties:
Kohn-Sham gap = 3.18 eV
LUMO = -7.0046 eV
Total charge = +1
Electronic energy = -62107.0306 eV

Atomic charges from the Mulliken analysis, expressed in e, are listed below: -0.8880, 0.5244, -0.5029, -0.2634, 0.2155, -0.5687, 0.6127, -0.3259, -0.3128, -0.6469, -0.4517, 0.1366, -1.0333, -0.9550, 0.5338, -0.1777, -0.4285, -0.1638, -1.0254, -0.2164, 0.3770, 0.3325, 0.2697, 0.3490, -0.2725, 0.2410, 0.2646, 0.1402, 0.1034, 0.2767, 0.3457, 0.0910, 0.3272, 0.4094, 0.2583, 0.2622, 0.3082, 0.2818, 0.3060, 0.2932, 0.3343, 0.3410, 0.3470, 0.4641, 0.2198, 0.2664



Q: Among the records above, which one has the lowest total charge?
A: C12H25CaO12